Entry 1:
138
Properties=species:S:1:pos:R:3:forces:R:3 method="wB97M-V/def2-TZVPD" total_charge=0 energy_ha=-2841.2190
O -2.086944 -5.089665 3.966257 0.13 0.19 0.24
H -1.505634 -5.088765 3.205787 0.07 0.02 -0.38
H -2.589794 -5.899865 3.882977 -0.34 -0.15 -0.02
O -0.251184 -1.058145 -0.273783 0.00 0.03 -0.52
H 0.700676 -1.014765 -0.182623 0.51 0.01 0.08
H -0.576164 -1.111495 0.624977 -0.31 -0.18 0.62
O -0.620734 -5.832895 0.930997 -0.59 0.06 -0.14
H -0.239954 -5.766925 1.806717 0.82 0.26 0.11
H -0.852664 -6.757015 0.839137 -0.15 -0.27 -0.24
O 2.712766 -0.078995 3.393887 0.27 -0.78 0.26
H 2.736256 0.243325 2.492897 0.02 0.41 -0.05
H 1.804626 0.045385 3.669657 -0.21 -0.07 0.22
O -4.365484 -1.049465 -3.574863 -1.02 0.25 -0.39
H -3.465204 -1.292535 -3.358893 0.57 -0.15 0.49
H -4.289334 -0.538075 -4.380413 -0.09 0.05 -0.29
O -1.671054 -5.117045 -3.929693 0.29 -0.07 -0.53
H -2.343334 -5.386615 -3.303913 -0.41 -0.07 -0.02
H -0.952644 -4.794025 -3.385833 0.16 0.09 0.19
O -1.381834 -2.055085 2.278757 0.73 0.02 -0.91
H -0.865684 -2.440495 2.986767 0.27 0.10 0.27
H -2.178104 -1.739915 2.706367 -0.54 -0.05 0.29
O 0.630796 -1.082575 5.581877 0.68 -0.17 -0.04
H 0.362856 -1.561665 6.366047 -0.01 -0.12 0.16
H -0.109194 -0.507365 5.387517 -0.50 0.03 -0.26
O -3.430004 -2.566775 3.887797 -0.26 1.06 0.39
H -4.204564 -2.859135 3.407367 -0.41 -0.29 -0.25
H -2.828854 -3.310665 3.849417 0.08 -0.74 0.20
O -3.687704 -5.167735 -1.905763 -0.08 -0.38 0.24
H -4.337994 -4.475725 -1.785453 -0.23 0.25 -0.20
H -2.871884 -4.790235 -1.576873 0.24 0.19 0.16
O -0.787124 -3.863095 -1.339773 -0.35 -0.28 -0.56
H -1.129194 -4.149845 -0.493023 0.17 -0.29 0.59
H 0.032426 -3.415925 -1.128553 0.06 0.35 0.08
O -2.254074 -1.607035 -2.187593 -0.40 0.24 -0.24
H -1.658564 -1.070925 -1.663963 0.47 0.16 0.31
H -1.953474 -2.505125 -2.048653 0.42 -0.39 0.07
O -4.966514 -4.185855 1.855437 0.12 -0.01 0.37
H -4.441354 -3.723465 1.202257 0.23 0.13 -0.26
H -5.865584 -4.114505 1.534767 -0.30 -0.01 -0.07
O -1.904684 -0.183375 5.011917 0.15 0.43 0.06
H -2.700634 -0.534545 4.612707 -0.30 -0.45 -0.22
H -2.167974 0.058015 5.899967 -0.17 0.14 0.25
C -1.782884 5.741785 -7.378023 -0.60 -0.11 1.70
O -1.295854 4.425305 -7.425023 0.07 -0.80 -1.73
C -2.337624 3.440225 -7.778133 0.80 1.48 1.31
C -2.946694 3.046525 -6.419283 -0.60 -1.01 -0.43
N -2.320334 1.837745 -5.811253 -1.18 0.46 -0.36
C -2.636734 1.754225 -4.388473 0.56 0.06 0.30
C -1.871264 2.767345 -3.579993 -0.04 1.29 0.70
O -0.546224 2.904855 -4.029253 -0.04 0.87 0.28
C 0.274146 1.818035 -3.668143 -0.48 0.66 0.12
H -2.255784 6.179825 -8.256993 0.46 -0.30 -0.56
H -1.031584 6.389355 -6.926003 0.37 -0.07 -0.61
H -2.556764 5.768435 -6.610883 -0.54 0.11 0.16
H -1.924104 2.615725 -8.358913 0.53 -0.18 0.62
H -2.990644 3.899555 -8.520213 -0.60 0.24 0.46
H -4.018384 2.876085 -6.521883 -0.20 -0.73 -0.33
H -3.007034 3.876385 -5.715143 0.84 0.50 -0.16
H -1.315594 1.847605 -5.913723 0.08 0.35 -0.11
H -2.360504 0.777475 -3.991273 -0.52 -0.28 -0.26
H -3.673164 2.024405 -4.186163 -0.28 -0.70 -0.25
H -1.908234 2.661125 -2.495803 0.15 -1.12 0.27
H -2.388854 3.726445 -3.597563 0.39 0.50 -0.88
H 0.302906 1.698385 -2.585113 0.01 -0.12 0.24
H 1.258396 2.133855 -4.014003 0.06 -0.76 -0.22
H -0.179624 0.919255 -4.085743 0.78 -0.43 -0.22
C 7.538086 1.861085 7.370847 0.94 0.47 -0.94
O 7.465906 2.538395 6.083447 -0.73 0.46 2.73
C 7.439066 1.666055 5.007307 0.49 -0.28 -0.04
C 7.449466 2.574925 3.782527 -1.07 -0.05 0.40
N 6.134986 3.209155 3.523877 -0.52 0.19 -0.72
C 4.970216 2.353145 3.183847 0.17 0.17 0.01
C 3.735256 3.120805 2.595847 1.27 -1.07 -0.77
O 2.781036 2.184235 1.974887 0.07 0.23 0.29
C 2.846936 2.082625 0.548127 0.93 1.55 -0.04
H 6.902576 0.981695 7.475297 -0.57 0.28 -0.21
H 7.408876 2.586185 8.174357 -0.41 0.00 -0.27
H 8.550256 1.475295 7.492377 0.30 -0.08 -0.06
H 6.566356 1.020645 5.106937 -0.17 -0.25 -0.42
H 8.338866 1.061475 5.121147 0.23 -0.47 -0.65
H 7.865256 2.083125 2.903127 -0.25 0.06 -0.10
H 8.089556 3.401835 4.090107 0.28 -0.05 -0.36
H 5.835726 3.631215 4.391297 0.48 0.47 0.17
H 4.655156 1.931495 4.138337 -0.38 -0.89 -0.44
H 5.259886 1.609325 2.441597 0.07 -0.28 0.24
H 4.080176 3.794685 1.811617 0.04 0.23 0.07
H 3.348766 3.696065 3.437157 -0.94 -0.14 -0.39
H 2.022476 1.597135 0.025937 -0.54 -0.07 0.96
H 3.730656 1.599325 0.131527 0.45 -0.18 0.58
H 2.914006 3.110355 0.191247 -0.21 0.12 -0.48
C 3.894076 -0.303865 -3.177203 0.56 0.37 0.28
O 3.829066 -1.342135 -2.265943 -0.33 -1.61 0.74
C 4.402106 -1.125155 -0.993693 -0.65 -2.59 0.77
C 4.018676 -2.444055 -0.133993 -0.36 1.61 -1.61
N 2.573996 -2.582255 -0.148393 -0.96 -0.07 1.73
C 2.140636 -3.777485 0.583677 -0.40 0.44 1.63
C 1.941016 -3.561185 2.143837 -0.45 -0.11 -1.34
O 1.347206 -4.770285 2.615917 -0.28 -0.81 -0.12
C 0.998916 -4.799095 4.007287 1.19 1.21 -0.89
H 3.230106 0.486865 -2.827933 0.07 0.51 -0.32
H 3.598726 -0.662215 -4.163343 -0.08 0.00 0.15
H 4.941986 -0.004325 -3.192713 0.03 0.70 -0.45
H 3.969936 -0.252155 -0.504603 0.02 0.03 0.03
H 5.490806 -1.075015 -1.011753 0.17 0.31 -0.28
H 4.416366 -2.333035 0.874777 -0.22 0.07 0.09
H 4.368356 -3.387685 -0.552773 1.04 0.23 -0.33
H 2.147636 -2.497035 -1.060023 0.57 -0.22 -0.18
H 2.826086 -4.619455 0.486977 0.09 -0.20 -0.37
H 1.128516 -4.100025 0.339387 0.26 -0.06 -0.63
H 1.201686 -2.763185 2.212287 0.18 0.39 0.37
H 2.854816 -3.307195 2.681017 0.00 0.00 0.13
H 0.344976 -3.946345 4.189697 -0.19 -0.04 0.48
H 1.947306 -4.627645 4.516467 -0.21 -0.18 0.71
H 0.526336 -5.740175 4.288587 0.16 0.08 -0.24
C -0.362784 3.252145 -0.291353 -1.66 0.20 1.09
O -1.218304 2.137435 -0.000273 -0.19 -1.20 0.63
C -2.000504 2.256255 1.229677 0.06 1.73 -1.10
C -3.032134 1.178605 1.453487 0.47 -1.95 -0.47
N -3.901024 0.768295 0.355017 -1.11 1.65 -0.47
C -4.572584 1.960755 -0.309493 2.57 0.60 1.56
C -5.551644 1.619675 -1.281013 -3.10 -1.48 -2.09
O -6.034994 2.767615 -2.020823 0.47 -1.46 -1.63
C -6.562034 2.339995 -3.366203 0.24 2.10 2.14
H 0.031986 3.635315 0.649627 0.27 0.19 0.02
H -1.059644 3.978505 -0.709563 0.51 0.63 -0.25
H 0.465896 3.053335 -0.970963 -0.40 -0.49 0.00
H -1.319084 2.391875 2.069537 0.02 -0.31 0.21
H -2.627264 3.147305 1.193697 0.37 0.78 -0.31
H -2.458994 0.291165 1.721907 -0.20 -0.34 0.23
H -3.728174 1.388435 2.265647 0.52 0.56 0.36
H -3.362584 0.268715 -0.338253 0.01 0.07 -0.31
H -5.115384 2.639065 0.348817 0.61 -0.13 0.97
H -3.816434 2.554615 -0.822993 0.27 0.32 0.04
H -5.193214 0.806335 -1.911963 0.09 0.11 -0.57
H -6.445184 1.231735 -0.791953 -0.10 -0.45 0.24
H -5.861664 1.673865 -3.870033 -0.33 -0.07 0.06
H -6.675804 3.312415 -3.845313 0.42 -0.15 -0.50
H -7.600194 2.021135 -3.273213 0.22 -0.85 0.13



Entry 2:
55
Properties=species:S:1:pos:R:3:forces:R:3 method="wB97M-V/def2-TZVPD" total_charge=-2 relative_energy_kj_mol=49.9
Tl -0.430649 0.636443 0.410758 0.12 -0.14 0.53
C -0.073802 3.639860 -1.821074 0.06 -0.07 0.08
C 1.274560 3.014479 -1.628271 0.08 -0.13 0.15
C 2.397567 3.609920 -2.251138 -0.09 0.08 -0.05
C 3.644824 3.103234 -2.074324 0.04 0.00 -0.01
C 3.834105 1.959746 -1.271817 -0.10 -0.05 0.07
C 5.090886 1.361911 -1.024666 0.03 0.03 -0.02
Br 6.690693 2.107262 -1.763513 -0.07 -0.02 0.02
C 5.190828 0.237728 -0.253979 -0.13 -0.04 0.03
C 4.045775 -0.343262 0.287137 -0.14 0.04 -0.03
Br 4.230558 -1.913462 1.334230 0.01 0.02 -0.04
C 2.735937 0.150623 0.086761 0.14 -0.04 0.07
O 1.708874 -0.427742 0.535114 -0.02 0.25 -0.24
C 2.667969 1.385957 -0.702567 -0.15 0.03 -0.01
N 1.425545 1.929988 -0.883041 0.19 0.07 -0.20
H -0.011957 4.461941 -2.535814 0.03 -0.02 0.05
H -0.464014 4.018196 -0.874294 0.00 -0.04 -0.01
H -0.796174 2.907118 -2.174418 -0.05 -0.07 0.00
H 2.239287 4.483234 -2.871752 0.01 -0.02 0.02
H 4.501025 3.562406 -2.549147 0.02 0.02 0.00
H 6.154739 -0.215164 -0.068298 0.00 0.00 0.02
F -2.796783 -1.880782 6.500647 -0.08 -0.08 0.12
C -2.031962 -1.160471 5.666773 -0.06 -0.03 0.05
C -1.463675 -1.747027 4.558623 -0.01 -0.21 -0.11
F -1.673195 -3.050923 4.328395 0.02 0.01 0.00
C -0.672304 -1.001296 3.709449 0.07 0.04 -0.09
F -0.127884 -1.628319 2.675518 0.32 -0.13 0.13
C -0.425096 0.357857 3.909408 -0.08 0.09 -0.09
S 0.568294 1.318320 2.835396 -0.09 -0.01 -0.01
C -1.020709 0.909859 5.042083 0.04 0.01 -0.03
F -0.846195 2.204149 5.336472 0.03 0.14 0.02
C -1.801531 0.174429 5.910386 -0.01 0.10 0.03
F -2.349043 0.752975 6.994314 -0.03 0.05 0.07
Cl -4.269021 -2.773233 1.346331 0.08 -0.03 -0.10
C -3.212692 -2.794041 -0.037023 0.01 0.00 0.00
C -3.484739 -3.683638 -1.079151 -0.05 0.00 0.12
C -2.698388 -3.727744 -2.195880 0.01 -0.02 -0.04
Cl -3.076448 -4.879583 -3.472792 0.04 0.12 0.09
C -1.584151 -2.869452 -2.316899 0.05 0.01 -0.03
C -0.724863 -2.809634 -3.435829 -0.02 -0.04 0.04
C 0.339006 -1.954845 -3.435389 0.09 0.03 -0.01
C 0.560400 -1.136639 -2.313564 -0.04 -0.05 0.08
N -0.233858 -1.158226 -1.276987 -0.33 0.01 -0.12
C -1.300989 -1.988561 -1.246314 0.15 0.09 -0.10
C -2.132914 -1.903395 -0.061986 -0.11 0.10 0.26
O -1.873030 -1.085186 0.881084 0.01 -0.02 -0.31
H -4.336308 -4.345609 -0.988322 0.01 0.02 -0.01
H -0.926118 -3.446396 -4.286043 0.00 -0.02 -0.03
H 1.007222 -1.888310 -4.284966 -0.02 -0.02 0.03
H 1.402181 -0.453294 -2.276477 -0.05 0.00 -0.01
O -4.016779 0.477542 -0.811624 -0.02 -0.02 0.04
S -3.077392 1.529224 -1.127102 0.08 0.24 -0.62
O -3.642763 2.649505 -1.870195 0.14 -0.10 0.23
O -1.826541 1.015887 -1.760616 -0.34 0.01 0.05
S -2.308307 2.306440 0.676391 0.22 -0.20 -0.07



Entry 3:
51
Properties=species:S:1:pos:R:3:forces:R:3 method="wB97M-V/def2-TZVPD" total_charge=0 relative_energy_kj_mol=22.3
Pd 0.227292 0.550221 0.448857 0.24 -0.11 0.13
O 4.377827 -2.377747 -5.593970 0.00 0.02 0.01
C 4.239764 -3.074107 -4.448494 0.00 -0.01 0.02
O 4.564546 -4.226099 -4.408138 0.00 0.01 0.00
C 3.678878 -2.353690 -3.253933 0.01 -0.06 0.01
C 3.273569 -1.024061 -3.258302 -0.02 0.09 0.04
C 2.757252 -0.436185 -2.115370 0.05 -0.01 -0.08
C 2.662462 -1.179398 -0.949441 0.06 0.06 0.05
C 3.050758 -2.515510 -0.934795 -0.04 -0.03 0.04
C 3.557133 -3.094708 -2.082202 -0.01 0.02 -0.06
N 2.142530 -0.558838 0.219826 -0.37 -0.11 -0.02
C 2.766998 -0.696296 1.319297 0.10 0.30 -0.17
C 2.197956 -0.147154 2.552807 -0.27 -0.08 0.14
C 2.836353 -0.311270 3.768125 -0.01 0.07 -0.03
C 2.203620 0.138814 4.919966 0.10 -0.02 0.03
C 0.955540 0.713304 4.810263 -0.09 0.02 0.04
C 0.379617 0.846921 3.552503 -0.02 0.10 -0.08
N 0.987646 0.443607 2.444320 0.17 -0.09 0.00
H 4.083329 -1.466720 -5.488583 -0.01 -0.02 -0.01
H 3.335770 -0.403973 -4.145215 0.00 -0.01 0.00
H 2.446374 0.598528 -2.125396 -0.06 0.04 0.03
H 2.918513 -3.114335 -0.042037 0.00 0.06 0.02
H 3.855405 -4.133720 -2.096163 0.00 0.01 0.00
H 3.739893 -1.185775 1.373074 -0.07 -0.09 -0.01
H 3.808762 -0.784036 3.806892 -0.02 -0.01 0.00
H 2.679644 0.032036 5.885503 -0.01 -0.01 -0.01
H 0.416301 1.058274 5.681290 0.01 0.00 -0.02
H -0.597587 1.292845 3.423084 0.02 0.03 0.00
F -2.572431 0.025456 1.905164 -0.02 -0.01 -0.05
C -2.478257 1.305218 1.479803 0.03 -0.09 0.10
C -1.337606 1.730289 0.830817 0.28 -0.05 -0.07
C -1.297571 3.069636 0.481802 -0.01 -0.03 -0.07
F -0.217987 3.577427 -0.136448 -0.04 -0.01 0.04
C -2.343631 3.937981 0.737851 -0.03 0.08 -0.02
F -2.269551 5.223631 0.381591 -0.02 -0.05 0.02
C -3.481199 3.468193 1.372636 -0.01 0.04 0.00
F -4.495900 4.294201 1.632092 0.02 -0.02 -0.01
C -3.548183 2.140771 1.753299 -0.05 -0.04 0.01
F -4.632664 1.681101 2.385999 0.01 0.01 -0.01
F -6.412921 -0.834963 -0.951726 0.03 0.01 -0.01
C -5.124323 -0.556563 -1.141471 -0.08 0.02 0.00
C -4.752625 0.612037 -1.781775 -0.02 0.01 0.00
F -5.689328 1.462515 -2.205162 -0.01 0.00 0.00
C -3.411005 0.890873 -1.970646 0.01 0.01 0.03
F -3.101850 2.041207 -2.573860 0.00 0.00 0.00
C -2.412042 0.030459 -1.534990 -0.03 0.05 -0.01
Se -0.570518 0.454994 -1.799403 0.10 -0.06 -0.04
C -2.817870 -1.137242 -0.904579 0.08 -0.04 0.01
F -1.917094 -2.013342 -0.446199 -0.04 0.07 -0.03
C -4.152383 -1.435038 -0.701693 0.01 -0.07 0.07
F -4.509196 -2.559750 -0.076855 0.00 0.03 -0.02